(1)
65
Properties=species:S:1:pos:R:3:forces:R:3:mulliken_charge:R:1 method="wB97M-V/def2-TZVPD" total_energy_ev=-107869.820 mol_weight_g_mol=971.04 homo_energy_ev=-8.10 charge=0 de_lowest_kcal_mol=58.0
Ir -0.76308 -0.05241 -0.24567 -1.75 0.89 1.37 1.67
C -2.25003 -0.92298 3.55952 0.04 0.00 0.02 -1.04
C -1.68284 0.45893 3.46734 0.02 -0.02 0.08 0.67
N -2.05099 1.37190 4.35513 0.02 -0.03 -0.02 -0.67
C -1.60994 2.62383 4.22412 0.03 0.04 0.02 -0.72
C -0.83098 3.07267 3.17079 -0.03 -0.03 0.00 0.50
C -0.51540 4.54791 3.10217 -0.03 0.01 0.00 -0.63
O -1.68393 5.35194 3.17046 0.03 0.04 -0.06 -0.51
C -0.43578 2.11556 2.21993 -0.09 0.07 -0.11 1.27
C 0.23686 2.49252 0.98907 0.23 -0.16 0.15 -1.11
N 0.35766 1.75268 -0.05824 0.02 -0.15 -0.22 0.00
C 0.91858 2.36444 -1.22937 0.06 0.07 -0.04 0.27
C 0.68982 3.71107 -1.50926 -0.05 -0.05 -0.01 0.26
C 1.22082 4.30268 -2.64131 -0.02 0.04 0.00 -1.14
C 1.99071 3.56003 -3.52100 0.02 -0.02 -0.03 -0.54
C 2.21104 2.21520 -3.27177 -0.02 0.03 0.04 -0.64
C 1.66967 1.62533 -2.14078 -0.12 0.03 0.23 0.13
I 1.98104 -0.38914 -1.79644 0.79 -0.22 -0.52 0.12
C -0.80455 0.78148 2.42073 0.23 0.09 -0.01 -0.08
O -0.30486 -0.18543 1.65823 -0.23 -0.59 0.40 -1.07
H -2.75828 -1.04541 4.51251 -0.01 0.01 0.00 0.41
H -1.47344 -1.67890 3.44794 0.00 -0.01 0.01 0.31
H -2.97044 -1.07456 2.74993 0.02 -0.01 0.01 0.09
H -1.92708 3.32301 4.98970 -0.02 0.02 -0.03 0.45
H 0.06769 4.80465 2.21451 0.01 0.00 0.02 0.25
H 0.08765 4.83404 3.96508 -0.03 0.00 0.01 0.35
H -2.28185 5.07843 2.46547 -0.02 -0.03 0.03 0.33
H 0.63932 3.49661 0.92709 0.12 -0.04 0.07 1.00
H 0.04843 4.29203 -0.86175 0.00 -0.01 -0.01 0.25
H 1.00934 5.34382 -2.84472 0.02 0.01 0.01 0.40
H 2.40768 4.01874 -4.40727 -0.01 -0.01 -0.01 0.39
H 2.80148 1.61945 -3.95349 -0.01 -0.01 0.00 0.40
N -5.46092 -1.81769 -6.10457 -0.09 -0.07 0.02 -0.53
C -5.00824 -1.77293 -4.80217 0.04 0.01 0.00 1.09
C -4.08757 -2.72409 -4.34099 -0.01 0.01 -0.01 -0.75
C -3.67004 -2.71212 -3.02802 0.00 -0.01 0.00 -0.70
C -4.15770 -1.74457 -2.15744 -0.06 -0.06 0.03 -0.24
C -5.06754 -0.79786 -2.59715 0.02 0.03 0.00 -0.09
C -5.49033 -0.81027 -3.91378 0.01 0.01 0.00 -1.00
S -3.66528 -1.77218 -0.47373 0.05 -0.13 -0.16 1.08
O -4.00268 -3.03793 0.10107 0.00 0.05 0.01 -0.67
O -4.14519 -0.56993 0.14036 -0.02 0.04 -0.02 -0.54
N -2.01069 -1.65514 -0.57843 -0.23 -0.10 0.52 -0.08
C -1.18978 -2.69971 -0.27740 0.08 -0.12 -0.14 0.47
N -1.45216 -4.00057 -0.35585 0.00 0.05 0.03 -0.50
C -0.48317 -4.79812 0.07103 0.04 -0.03 0.01 -0.22
C 0.75346 -4.34902 0.52786 -0.03 0.01 0.02 -0.84
C 0.97078 -2.98635 0.46143 -0.01 0.00 -0.04 -0.38
N 0.00235 -2.18133 0.05581 0.63 0.28 -0.65 0.03
H -4.93157 -2.35099 -6.77046 0.03 0.04 -0.01 0.20
H -5.92236 -1.00496 -6.47170 0.04 0.02 -0.01 0.21
H -3.71139 -3.47649 -5.02374 0.00 0.00 0.00 0.30
H -2.96821 -3.45564 -2.66797 -0.01 -0.01 0.00 0.42
H -5.44146 -0.05556 -1.90395 0.00 0.00 -0.01 0.61
H -6.20010 -0.06848 -4.26013 -0.01 0.00 0.00 0.32
H -0.69920 -5.86068 0.03497 0.01 0.00 -0.02 0.44
H 1.51285 -5.03040 0.87878 0.00 -0.01 0.00 0.40
H 1.91619 -2.52365 0.72206 -0.01 0.00 0.01 0.51
Cl -2.79236 4.28019 -0.72146 0.00 0.00 0.00 -0.15
C -3.62203 2.74091 -1.12762 -0.05 0.01 0.07 0.63
Cl -4.94104 2.48581 0.00193 0.00 0.01 0.00 -0.08
Cl -4.22415 2.82464 -2.77424 0.01 0.00 -0.02 -0.10
C -2.55386 1.64151 -0.98396 0.20 0.06 -0.53 0.16
O -1.96128 1.17759 -1.96497 -0.13 -0.18 -0.22 -0.70
O -2.23964 1.29820 0.18976 0.27 0.11 -0.27 -0.66

=====

(2)
60
Properties=species:S:1:pos:R:3:forces:R:3:mulliken_charge:R:1 method="wB97M-V/def2-TZVPD" total_energy_ev=-63053.580 mol_weight_g_mol=917.77 homo_energy_ev=-10.33 charge=+1 de_lowest_kcal_mol=7.7
Hf -0.00036 1.68206 -0.50913 -0.45 -0.60 -0.20 1.05
I 1.08160 4.40270 -4.73041 -0.03 0.00 -0.07 0.14
C 1.87682 4.52750 -2.82809 0.07 0.12 -0.26 -0.43
C 2.87064 5.49852 -2.54433 -0.10 -0.05 -0.15 -0.21
C 3.41153 5.61482 -1.30182 0.05 0.02 0.11 -0.45
I 4.86473 7.06101 -0.97464 0.05 0.06 0.03 0.18
C 2.97250 4.75413 -0.25552 0.05 0.02 0.09 0.37
C 3.41845 4.81266 1.07795 0.16 0.17 -0.04 -0.37
C 2.91418 3.96874 2.03310 0.09 0.05 0.15 -1.07
C 1.96177 3.03205 1.66534 -0.14 -0.15 -0.18 0.05
N 1.51941 2.91481 0.41688 1.01 1.22 0.04 -0.13
C 2.00022 3.78453 -0.55500 -0.08 -0.16 0.24 0.56
C 1.44484 3.67500 -1.85874 -0.22 -0.23 0.05 0.81
O 0.47786 2.71721 -2.06459 0.90 1.26 -0.45 -0.85
H 3.19105 6.16106 -3.33734 -0.03 -0.05 -0.01 0.37
H 4.16568 5.54959 1.34718 -0.03 -0.02 -0.01 0.24
H 3.24024 4.02584 3.06184 0.00 -0.01 -0.03 0.42
H 1.53828 2.35672 2.39685 -0.05 -0.04 0.03 0.49
O -6.25929 -1.16836 -1.40866 -0.13 0.21 -0.44 -0.68
C -5.40403 -1.32944 -2.29109 0.32 -1.08 0.72 0.41
O -5.26825 -2.11549 -3.24196 -0.32 0.43 -0.08 -0.69
C -4.09491 -0.56290 -1.97893 0.08 0.44 -0.26 0.26
C -2.97584 -0.73223 -2.79225 -0.23 -0.18 -0.12 -0.90
C -1.80128 -0.12067 -2.46264 0.27 0.29 0.43 -0.10
N -1.67882 0.64158 -1.34667 -1.11 -0.14 0.11 -0.02
C -2.79559 0.83686 -0.56103 0.51 -0.15 -0.22 0.61
C -3.99654 0.26502 -0.85659 -0.24 -0.10 0.04 -0.65
C -2.60967 1.67283 0.68398 0.46 -0.11 -0.22 0.37
O -3.48007 1.92443 1.43652 -0.17 0.19 0.38 -0.49
O -1.28957 2.08870 0.86002 -1.43 -0.08 0.40 -0.83
H -3.07533 -1.36607 -3.66551 -0.04 0.02 0.04 0.54
H -0.90962 -0.22606 -3.06800 0.06 0.02 -0.04 0.57
H -4.86667 0.41044 -0.22721 0.00 -0.03 -0.06 0.64
C 0.10077 -4.34106 4.00738 0.01 0.04 0.02 -1.06
C -0.18870 -4.85168 2.60432 -0.03 0.12 -0.03 -0.78
N -0.05751 -3.80574 1.57243 -0.17 0.07 0.12 0.20
C -1.28992 -3.28234 0.96221 0.16 -0.09 0.02 -0.86
C -2.10292 -2.38040 1.87854 0.02 0.01 0.08 -0.92
C 1.18836 -3.47096 1.20210 0.11 -0.10 -0.08 0.34
O 2.21780 -3.98086 1.61483 -0.17 -0.03 0.04 -0.61
C 1.36495 -2.36969 0.18573 0.07 -0.27 -0.03 -0.21
C 2.13428 -2.60307 -0.94947 0.09 -0.15 -0.07 -0.29
C 2.38819 -1.57327 -1.84188 0.06 -0.08 -0.02 -1.05
C 1.88760 -0.32326 -1.55997 0.07 -0.08 0.13 -0.14
N 1.16373 -0.08716 -0.44445 0.66 -1.10 -0.05 0.11
C 0.90719 -1.10159 0.40792 0.01 0.41 0.00 0.34
H -0.05356 -5.14369 4.73040 0.01 0.04 -0.04 0.38
H -0.56020 -3.51337 4.27449 0.03 -0.05 -0.01 0.27
H 1.13664 -4.00912 4.08711 -0.06 -0.01 -0.01 0.32
H -1.20482 -5.23695 2.52901 -0.01 -0.01 0.01 0.42
H 0.49825 -5.65652 2.35178 0.03 -0.05 -0.03 0.42
H -1.89221 -4.13995 0.66441 -0.04 -0.04 -0.03 0.35
H -1.03537 -2.76247 0.03883 0.00 -0.03 0.00 0.49
H -2.46962 -2.92663 2.74918 0.03 0.04 -0.04 0.40
H -2.97209 -1.98898 1.34516 0.03 -0.04 0.02 0.36
H -1.50921 -1.53793 2.24885 -0.06 -0.04 -0.01 0.19
H 2.53223 -3.59759 -1.11669 -0.01 0.05 0.00 0.56
H 2.97275 -1.73069 -2.73773 -0.01 -0.01 0.03 0.47
H 2.06812 0.51870 -2.21720 -0.02 0.05 -0.05 0.61
H 0.33134 -0.86133 1.29319 -0.08 0.01 0.01 0.48

=====

(3)
62
Properties=species:S:1:pos:R:3:forces:R:3:mulliken_spin:R:1 method="wB97M-V/def2-TZVPD" total_energy_ev=-272118.023 spin_multiplicity=3 mol_weight_g_mol=836.57 s2=2.006 homo_energy_ev="-6.30 / -7.51" charge=0 de_lowest_kcal_mol=0.6
Ti -0.24943 0.01255 -0.33946 -0.03 0.46 -0.58 1.82
O 2.75649 2.47377 4.73753 -0.11 -0.06 -0.13 0.00
C 2.06629 1.93879 3.70524 0.25 0.12 0.15 0.01
C 2.57049 1.87665 2.40391 -0.28 -0.13 -0.02 -0.02
C 1.77980 1.30288 1.43610 0.15 0.05 0.09 0.02
N 0.54732 0.80179 1.65763 0.17 0.06 0.02 -0.01
C 0.10872 0.86220 2.90358 0.24 0.13 0.44 0.05
Br -1.55873 0.09286 3.31086 -0.15 -0.05 -0.11 0.01
C 0.81101 1.42000 3.96752 -0.13 -0.12 -0.37 -0.01
H 3.62032 2.77279 4.43416 0.03 0.01 0.01 0.00
H 3.55041 2.24329 2.13047 0.05 0.05 0.11 0.00
H 2.15204 1.23119 0.41715 -0.06 0.00 0.01 -0.03
H 0.39156 1.42453 4.96037 0.04 0.04 0.05 0.00
S 2.24329 0.32708 -2.09787 -0.09 -0.32 0.37 -0.01
C 2.43479 -0.93098 -0.95202 -0.26 0.38 -0.27 0.04
N 1.48432 -1.26675 -0.09800 0.62 -0.26 0.25 -0.04
C 1.96620 -2.13030 0.89134 -0.46 0.24 -0.24 0.01
C 1.24751 -2.54068 2.01004 0.03 -0.08 0.07 0.02
C 1.86431 -3.38036 2.91740 0.07 -0.03 -0.01 0.01
C 3.17877 -3.81695 2.71604 -0.07 0.04 0.00 0.00
C 3.90048 -3.40169 1.61124 -0.07 0.04 -0.02 0.00
C 3.28432 -2.54182 0.70650 0.12 -0.18 0.20 -0.01
S 3.93602 -1.77637 -0.70569 0.28 -0.03 -0.10 0.01
H 0.22353 -2.21526 2.14750 0.01 0.01 -0.04 0.02
H 1.31903 -3.71225 3.79084 0.00 -0.01 0.02 0.00
H 3.63888 -4.48204 3.43394 0.01 -0.01 0.02 0.00
H 4.92074 -3.72770 1.46240 0.03 0.00 -0.01 0.00
Cl -2.85897 1.10312 0.03165 0.09 -0.49 0.01 0.00
C -3.07647 -0.68822 0.10194 -0.14 0.63 0.08 -0.04
C -1.91554 -1.43691 0.07355 -0.44 -0.06 0.11 0.05
C -2.18439 -2.79842 0.05173 0.30 -0.45 -0.06 0.05
Cl -0.84713 -3.93349 -0.11335 -0.10 0.23 0.03 0.00
C -3.46359 -3.35481 0.11392 -0.09 -0.09 0.01 -0.01
Cl -3.70499 -5.06540 0.11013 0.04 0.09 -0.01 0.00
C -4.57879 -2.52171 0.17898 -0.03 0.09 0.01 0.02
Cl -6.17340 -3.16875 0.26398 0.07 0.00 0.00 0.00
C -4.38551 -1.14213 0.16001 0.01 -0.06 0.01 -0.02
Cl -5.73149 -0.06365 0.20315 0.07 -0.06 0.00 0.00
C -1.54775 -1.26156 -5.02053 -0.07 0.00 -0.14 0.01
C -1.97735 -0.04459 -4.51789 0.06 0.01 0.20 -0.01
C -1.62050 0.29391 -3.22339 -0.04 0.07 0.02 0.02
N -0.87790 -0.48787 -2.43711 -0.15 -0.09 -0.18 -0.04
C -0.47427 -1.66248 -2.93040 0.02 -0.07 -0.08 0.04
C -0.78608 -2.08578 -4.21100 0.05 0.00 0.15 -0.01
H -1.80877 -1.56262 -6.02686 0.01 -0.01 0.00 0.00
H -2.58130 0.63982 -5.09592 -0.01 -0.04 -0.06 0.00
H -1.94801 1.23032 -2.78591 0.01 -0.04 -0.04 0.00
H 0.11877 -2.28729 -2.27212 -0.02 0.08 0.01 -0.02
H -0.42686 -3.04826 -4.54607 -0.03 0.00 -0.06 0.00
C -0.53822 3.89520 0.75234 0.02 0.04 -0.03 0.01
As -0.11120 2.90009 -0.87575 -0.07 -0.40 0.26 0.04
C -1.31928 3.81466 -2.09509 -0.01 0.07 -0.10 0.00
C 1.53790 3.79847 -1.34807 0.06 0.13 -0.06 0.00
H -0.71529 4.94426 0.51456 0.00 0.01 0.05 0.00
H 0.30292 3.81971 1.44271 -0.03 -0.01 0.01 0.00
H -1.42134 3.47177 1.23035 0.00 0.01 -0.01 0.00
H -1.22978 4.88920 -1.93490 -0.07 0.00 -0.07 0.00
H -2.34729 3.50080 -1.91624 0.00 0.03 0.03 0.00
H -1.05313 3.57716 -3.12525 0.00 0.01 0.02 0.00
H 1.40048 4.87852 -1.27772 0.07 -0.01 -0.02 0.00
H 1.82650 3.52223 -2.36105 0.00 0.00 0.01 0.00
H 2.32953 3.47749 -0.67308 0.01 0.02 0.00 0.00

=====

(4)
55
Properties=species:S:1:pos:R:3:forces:R:3:mulliken_charge:R:1 method="wB97M-V/def2-TZVPD" total_energy_ev=-108428.409 mol_weight_g_mol=603.90 homo_energy_ev=-11.10 charge=+1
Pd -1.01206 -1.80215 -0.71348 -0.02 0.24 0.23 0.32
C -0.60354 -3.89577 2.97612 0.00 -0.01 0.00 -1.50
C -0.44293 -3.25044 1.64360 0.01 0.03 -0.03 0.55
N -1.43292 -2.88816 0.89946 -0.17 -0.17 0.04 0.63
N -2.70617 -3.12213 1.32520 0.04 0.10 -0.10 -1.26
C -3.60413 -2.57978 0.54547 0.04 -0.07 0.03 0.77
N -4.89454 -2.73578 0.86205 -0.01 0.00 0.03 -0.39
S -3.26106 -1.66053 -0.90373 0.04 0.02 -0.04 -0.38
C 0.88992 -3.03556 1.05948 0.02 0.00 0.01 0.55
C 2.04981 -3.50406 1.65203 -0.05 0.01 0.00 -0.49
C 3.25408 -3.36941 0.97688 0.01 0.01 -0.01 -0.56
C 3.25900 -2.79365 -0.27938 0.04 -0.01 0.02 -0.80
C 2.06429 -2.32543 -0.80015 -0.03 0.01 0.04 -0.36
N 0.91604 -2.41148 -0.13811 0.06 -0.03 -0.17 0.01
H -1.64465 -3.88978 3.27549 -0.01 0.00 0.00 0.38
H -0.00557 -3.36853 3.72098 0.00 0.00 0.00 0.40
H -0.25410 -4.92980 2.93605 0.00 0.00 0.00 0.36
H -5.14217 -3.25698 1.68545 -0.01 0.00 -0.01 0.23
H -5.61830 -2.34335 0.28874 0.00 0.00 0.00 0.19
H 2.00723 -3.98242 2.61919 0.00 0.00 0.00 0.42
H 4.17079 -3.73051 1.42290 0.00 0.00 0.00 0.44
H 4.16764 -2.70025 -0.85632 0.00 0.00 0.00 0.48
H 2.02015 -1.85950 -1.77303 0.00 0.00 0.00 0.65
C -2.10153 5.66561 -0.99407 0.00 0.00 0.00 -0.43
C -1.07405 4.98363 -1.63502 0.00 0.00 -0.01 -0.79
C -0.76619 3.68364 -1.26797 0.03 -0.01 0.02 0.02
C -1.48919 3.05604 -0.25777 -0.06 0.03 0.00 0.36
C -2.52213 3.73845 0.37590 -0.01 -0.01 -0.02 -0.44
C -2.82405 5.04498 0.01183 0.00 0.00 -0.01 -0.61
As -1.12499 1.25105 0.38764 0.04 -0.09 0.02 0.10
C -0.39404 0.50683 -1.28771 0.19 0.11 0.05 -1.04
C -1.09144 0.03401 -2.40374 -0.05 -0.22 0.02 0.44
C -0.39224 -0.31720 -3.57461 -0.04 0.01 -0.02 -1.18
C 0.96911 -0.12178 -3.64501 0.01 -0.01 -0.01 -0.69
C 1.66987 0.38239 -2.54531 0.01 0.00 0.01 -0.73
C 1.01502 0.65401 -1.35945 -0.06 0.02 -0.01 2.09
C 1.64335 1.14113 -0.11851 0.01 -0.01 -0.04 -0.02
C 3.01255 1.25711 0.10224 -0.01 0.00 0.01 -0.40
C 3.47098 1.72637 1.32338 0.00 0.00 -0.01 -0.87
C 2.57200 2.07584 2.32471 0.01 0.00 0.00 -0.64
C 1.20547 1.95402 2.11202 -0.01 -0.01 0.00 -0.64
C 0.74258 1.49044 0.89023 -0.02 0.04 0.01 0.12
H -2.33767 6.68120 -1.28278 0.00 0.00 0.00 0.39
H -0.51066 5.46847 -2.42162 0.00 0.00 0.00 0.40
H 0.04429 3.16778 -1.76981 0.00 -0.01 0.01 0.32
H -3.09813 3.25064 1.15377 0.00 0.00 0.01 0.38
H -3.62624 5.57259 0.51059 0.00 0.00 0.00 0.40
H -2.17317 0.07491 -2.42587 0.01 0.02 -0.05 0.82
H -0.93923 -0.68186 -4.43356 -0.01 -0.01 0.01 0.50
H 1.49897 -0.34360 -4.56203 0.00 0.00 0.00 0.44
H 2.73655 0.55367 -2.62857 0.00 0.00 0.00 0.41
H 3.72347 0.98890 -0.66996 0.00 0.00 0.00 0.36
H 4.53454 1.82429 1.49589 0.00 0.00 0.00 0.43
H 2.93889 2.44444 3.27350 0.00 0.00 0.00 0.43
H 0.51050 2.22744 2.89677 0.00 0.00 0.00 0.46